{
  "formula": "C21H22BiN5O4",
  "method": "ωB97M-V/def2-TZVPD",
  "symbols": ["Bi", "O", "C", "N", "C", "O", "C", "C", "C", "C", "C", "C", "H", "H", "H", "H", "C", "C", "C", "C", "N", "N", "C", "H", "H", "H", "H", "H", "H", "H", "H", "N", "C", "C", "C", "C", "C", "C", "H", "H", "H", "H", "H", "N", "C", "C", "O", "O", "H", "H", "H", "H", "H"],
  "xyz": [[-0.437, 0.545, -1.193], [-3.152, -1.130, -0.750], [-2.716, -0.809, 0.411], [-1.558, -0.091, 0.566], [-1.324, 0.116, 1.925], [0.095, 0.209, 2.257], [-2.253, -0.593, 2.675], [-2.432, -0.903, 4.046], [-3.546, -1.602, 4.419], [-4.526, -2.031, 3.484], [-4.354, -1.782, 2.148], [-3.208, -1.090, 1.725], [-1.710, -0.583, 4.789], [-3.691, -1.838, 5.467], [-5.398, -2.563, 3.841], [-5.072, -2.118, 1.408], [-1.814, -4.283, -3.029], [-0.720, -3.435, -2.475], [0.659, -3.486, -2.638], [1.168, -2.419, -1.900], [0.165, -1.773, -1.294], [-0.983, -2.397, -1.680], [2.577, -1.954, -1.749], [-1.471, -5.304, -3.181], [-2.154, -3.893, -3.989], [-2.668, -4.297, -2.351], [1.218, -4.204, -3.218], [-1.924, -2.036, -1.333], [3.275, -2.749, -2.007], [2.778, -1.643, -0.724], [2.772, -1.103, -2.406], [0.872, 1.708, -0.198], [1.035, 2.142, 1.077], [1.652, 3.409, 1.287], [1.824, 3.967, 2.534], [1.423, 3.297, 3.690], [0.853, 2.049, 3.555], [0.684, 1.528, 2.290], [1.972, 3.946, 0.402], [2.284, 4.945, 2.612], [1.559, 3.737, 4.668], [0.525, 1.468, 4.409], [0.617, -0.364, 1.667], [3.286, 4.024, -3.127], [2.155, 3.144, -2.836], [2.452, 1.718, -3.278], [3.582, 1.571, -3.948], [1.720, 0.786, -3.029], [3.003, 4.879, -3.581], [3.971, 2.473, -3.986], [3.794, 4.270, -2.290], [1.263, 3.460, -3.378], [1.876, 3.080, -1.783]],
  "forces_ev_per_angstrom": [[-0.26, 0.54, -0.02], [0.22, 0.01, 0.34], [0.13, 0.02, -0.39], [-0.13, -0.34, 0.06], [-0.17, 0.52, -0.09], [-0.19, -0.14, -0.01], [-0.15, -0.37, -0.14], [0.10, 0.10, 0.00], [-0.10, -0.06, 0.01], [0.07, 0.03, 0.09], [0.04, 0.03, -0.10], [0.03, -0.01, 0.26], [-0.02, -0.01, -0.04], [0.01, 0.01, -0.04], [0.01, 0.01, -0.03], [0.00, 0.01, 0.05], [-0.02, -0.02, 0.03], [0.02, 0.03, 0.00], [-0.02, -0.08, -0.05], [0.11, 0.07, 0.05], [-0.09, -0.10, -0.16], [-0.11, -0.11, 0.20], [0.14, -0.02, -0.04], [0.01, 0.01, 0.01], [0.01, 0.00, 0.00], [0.01, 0.00, -0.02], [-0.03, 0.04, 0.05], [0.18, 0.06, -0.11], [-0.04, -0.04, 0.02], [-0.02, 0.01, -0.01], [-0.05, -0.11, 0.08], [0.28, -0.16, 0.15], [-0.06, 0.21, 0.02], [-0.02, -0.07, 0.05], [0.04, 0.01, -0.08], [0.03, 0.08, 0.14], [-0.02, -0.06, -0.06], [0.13, 0.07, 0.01], [-0.03, 0.00, 0.01], [-0.02, -0.03, 0.01], [-0.01, -0.01, -0.03], [0.01, 0.03, -0.03], [0.09, -0.17, -0.06], [-0.01, -0.06, -0.01], [0.05, -0.06, -0.11], [-0.13, 0.14, 0.20], [-0.01, -0.20, -0.04], [-0.03, 0.04, -0.22], [-0.01, 0.02, -0.03], [0.06, 0.13, 0.01], [0.01, 0.01, 0.05], [-0.01, 0.02, -0.02], [-0.01, -0.03, 0.07]],
  "total_charge": 0,
  "spin_multiplicity": 1
}



{
  "formula": "C23H26BF3O10S",
  "method": "ωB97M-V/def2-TZVPD",
  "symbols": ["C", "C", "B", "O", "C", "C", "O", "O", "C", "S", "O", "O", "C", "F", "F", "F", "C", "C", "C", "C", "C", "O", "H", "H", "H", "H", "H", "H", "H", "H", "H", "H", "H", "H", "H", "H", "H", "H", "H", "H", "O", "C", "C", "C", "C", "O", "C", "C", "H", "H", "H", "H", "O", "C", "C", "C", "C", "O", "C", "C", "H", "H", "H", "H"],
  "xyz": [[1.272, -5.920, -1.437], [1.106, -4.398, -1.591], [-0.129, -4.029, -2.503], [-0.988, -5.041, -2.907], [-0.499, -2.556, -2.987], [-1.955, -2.399, -3.489], [-2.445, -2.865, -4.495], [-2.676, -1.620, -2.592], [-1.896, -1.682, -1.402], [-2.529, -0.692, -0.038], [-3.539, 0.223, -0.446], [-1.479, -0.126, 0.743], [-3.332, -1.949, 1.068], [-4.285, -2.580, 0.397], [-2.409, -2.861, 1.389], [-3.805, -1.388, 2.138], [-0.497, -1.426, -1.920], [0.671, -1.275, -0.946], [1.108, 0.177, -0.756], [2.596, 0.207, -0.367], [2.929, -0.774, 0.718], [4.133, -0.365, 1.370], [2.255, -6.125, -1.032], [0.508, -6.323, -0.792], [1.215, -6.420, -2.389], [2.026, -3.914, -1.895], [0.882, -4.008, -0.598], [-1.534, -5.283, -2.153], [0.100, -2.141, -3.791], [-2.077, -2.704, -1.062], [-0.603, -0.483, -2.442], [1.512, -1.793, -1.383], [0.429, -1.741, 0.000], [0.596, 0.659, 0.059], [0.983, 0.733, -1.674], [2.895, 1.207, -0.089], [3.162, -0.063, -1.257], [2.124, -0.852, 1.447], [3.085, -1.768, 0.305], [4.345, -1.058, 1.994], [0.765, 2.504, 1.312], [1.271, 2.518, 2.414], [2.649, 3.022, 2.627], [3.200, 3.030, 3.837], [2.460, 2.534, 5.024], [2.961, 2.542, 6.127], [1.080, 2.029, 4.809], [0.529, 2.022, 3.599], [3.172, 3.377, 1.748], [4.205, 3.391, 4.015], [0.557, 1.671, 5.687], [-0.475, 1.657, 3.417], [-3.533, 6.528, 0.498], [-2.896, 5.642, -0.029], [-3.566, 4.474, -0.654], [-2.861, 3.504, -1.228], [-1.378, 3.546, -1.273], [-0.742, 2.663, -1.806], [-0.707, 4.712, -0.647], [-1.411, 5.683, -0.072], [-4.647, 4.460, -0.612], [-3.322, 2.640, -1.689], [0.374, 4.722, -0.688], [-0.943, 6.544, 0.390]],
  "forces_ev_per_angstrom": [[0.54, 0.67, -0.22], [-0.79, -0.57, -0.04], [0.27, -0.14, -0.36], [-0.12, 0.67, 0.39], [-0.80, 1.45, -0.09], [-0.26, -1.21, -1.89], [0.70, 1.20, 1.89], [-0.29, -0.28, -0.11], [-0.51, -0.52, -0.04], [-0.36, 1.94, 0.33], [-0.79, -0.26, -0.63], [0.70, -0.73, 0.29], [0.66, -0.60, -1.20], [-0.49, -0.04, -0.07], [0.23, -0.12, 0.35], [-0.27, 0.39, 0.56], [0.13, -0.10, 0.80], [-0.36, 0.19, -0.60], [1.04, -0.45, 0.72], [-0.34, -0.24, -0.90], [0.43, 0.07, 0.46], [-0.16, 0.17, -0.17], [0.11, -0.24, 0.33], [-0.17, -0.25, 0.23], [-0.11, -0.23, -0.37], [0.21, 0.16, -0.16], [0.07, 0.35, 0.24], [-0.12, -0.70, -0.08], [0.41, -0.60, -0.43], [0.58, -0.19, 0.61], [0.05, 0.28, -0.27], [0.26, -0.35, -0.08], [0.12, -0.18, 0.29], [-0.62, 0.15, -0.15], [-0.21, 0.28, -0.15], [0.05, 0.28, 0.24], [0.34, 0.07, -0.10], [-0.28, 0.12, 0.20], [-0.11, -0.28, -0.16], [0.26, -0.12, 0.27], [0.00, 0.20, -0.01], [0.00, -0.04, 0.03], [0.03, 0.01, 0.01], [-0.01, 0.02, -0.04], [0.01, 0.00, -0.01], [0.02, -0.01, 0.04], [-0.03, -0.01, -0.04], [-0.03, -0.04, 0.06], [-0.02, -0.03, -0.02], [0.00, -0.01, 0.04], [0.03, 0.01, 0.03], [0.01, 0.00, -0.06], [0.00, 0.02, 0.01], [0.00, -0.01, 0.02], [0.05, -0.01, 0.00], [-0.06, -0.09, -0.04], [-0.03, -0.01, 0.05], [0.03, -0.04, -0.09], [0.02, 0.06, 0.03], [0.03, -0.04, -0.03], [0.00, 0.03, 0.01], [0.01, -0.02, 0.03], [0.00, -0.05, 0.00], [-0.04, 0.02, 0.01]],
  "total_charge": 0,
  "smiles": "CCB(O)[C@H]1C(=O)O[C@H](S(=O)(=O)C(F)(F)F)[C@H]1CCCCO.O=C1C=CC(=O)C=C1.O=C1C=CC(=O)C=C1",
  "spin_multiplicity": 1
}



no.,LUMO energy (eV),gap between HOMO and LUMO (eV),F_max (eV/A)
1,0.047,6.166,0.6
2,-1.574,8.514,2.3